A structure of composition C45H43Cl4CsN11O2. Source: OMol25; level of theory: wB97M-V/def2-TZVPD.

Calculated values
Relative energy (zero: lowest compared OMol25 entry of this formula, charge and spin)   28.6 kcal/mol
Strongest force on any atom   0.02370 Eh/bohr
Frontier orbital gap   5.9252 eV
LUMO energy   0.072 hartree
Charge   -1

Positions of all 106 atoms, in Å:
Cs (-0.533, 0.042, 0.828)
C (-1.646, 4.845, 3.149)
C (-2.777, 4.040, 3.111)
C (-3.020, 3.211, 2.026)
C (-2.148, 3.178, 0.923)
C (-1.014, 4.002, 0.974)
C (-0.767, 4.812, 2.073)
N (-2.297, 2.290, -0.129)
C (-3.418, 2.153, -0.801)
C (-4.506, 3.109, -0.761)
C (-5.609, 2.973, -1.541)
C (-5.765, 1.872, -2.431)
C (-4.772, 0.942, -2.499)
C (-3.604, 1.035, -1.701)
N (-2.628, 0.057, -1.703)
N (-2.731, -0.809, -2.611)
C (-1.869, -1.919, -2.521)
C (-1.420, -2.454, -3.736)
C (-0.704, -3.631, -3.733)
C (-0.463, -4.272, -2.523)
C (-0.935, -3.665, -1.374)
N (-1.614, -2.514, -1.353)
H (-1.443, 5.469, 4.009)
H (-3.465, 4.037, 3.949)
H (-3.895, 2.571, 2.011)
H (-0.342, 4.004, 0.123)
H (0.122, 5.433, 2.085)
H (-4.399, 3.966, -0.109)
H (-6.388, 3.726, -1.491)
H (-6.662, 1.774, -3.028)
H (-4.859, 0.083, -3.150)
H (-1.667, -1.932, -4.652)
H (-0.347, -4.057, -4.663)
H (0.077, -5.208, -2.468)
H (-0.754, -4.124, -0.406)
N (3.294, 0.923, 0.410)
C (3.586, 1.703, -0.661)
C (4.490, 2.747, -0.657)
C (4.749, 3.479, -1.832)
C (4.120, 3.200, -3.013)
C (3.155, 2.163, -3.047)
C (2.409, 1.827, -4.201)
C (1.464, 0.846, -4.141)
C (1.241, 0.188, -2.911)
N (1.913, 0.463, -1.824)
C (2.874, 1.425, -1.881)
H (3.419, 1.242, 1.354)
H (2.563, 0.249, 0.265)
H (5.012, 2.989, 0.262)
H (5.473, 4.284, -1.791)
H (4.329, 3.766, -3.912)
H (2.596, 2.365, -5.124)
H (0.875, 0.577, -5.009)
H (0.476, -0.580, -2.833)
Cl (-1.304, 1.016, 4.310)
C (0.470, 0.954, 4.608)
Cl (0.745, 0.680, 6.352)
Cl (1.187, 2.507, 4.169)
C (1.024, -0.176, 3.702)
N (1.551, -0.061, 2.615)
C (1.070, -7.630, 3.526)
C (1.518, -6.232, 3.064)
C (0.775, -5.934, 1.743)
C (1.063, -5.222, 4.121)
C (3.071, -6.177, 2.864)
O (3.468, -7.053, 1.806)
C (3.829, -6.580, 4.150)
C (5.364, -6.621, 4.045)
C (6.082, -5.323, 4.350)
C (5.884, -4.667, 5.563)
C (6.536, -3.479, 5.859)
C (7.407, -2.937, 4.929)
Cl (8.229, -1.444, 5.290)
C (7.629, -3.565, 3.717)
C (6.965, -4.753, 3.439)
C (3.603, -4.796, 2.470)
N (2.942, -4.094, 1.387)
C (2.300, -2.914, 1.443)
N (1.888, -2.567, 0.241)
C (2.331, -3.594, -0.533)
N (2.986, -4.539, 0.108)
H (-0.019, -7.639, 3.589)
H (1.450, -7.899, 4.511)
H (1.347, -8.419, 2.818)
H (-0.226, -6.368, 1.785)
H (1.298, -6.348, 0.882)
H (0.653, -4.862, 1.579)
H (-0.026, -5.217, 4.174)
H (1.373, -4.204, 3.877)
H (1.438, -5.466, 5.118)
H (3.096, -7.923, 1.983)
H (3.492, -7.578, 4.427)
H (3.539, -5.913, 4.965)
H (5.645, -6.972, 3.050)
H (5.723, -7.372, 4.753)
H (5.204, -5.088, 6.297)
H (6.370, -2.974, 6.801)
H (8.304, -3.125, 2.996)
H (7.131, -5.240, 2.484)
H (4.648, -4.917, 2.192)
H (3.562, -4.135, 3.334)
H (2.165, -2.322, 2.343)
H (2.189, -3.628, -1.602)
O (-1.455, -2.593, 4.713)
C (-0.440, -2.019, 4.540)
N (0.640, -1.510, 4.388)